C39H70EuGeN2O7SSe | ωB97M-V with the def2-TZVPD basis set

```
122
Properties=species:S:1:pos:R:3:forces:R:3:lowdin_charge:R:1
Eu -0.79592 0.32705 0.25782 2.92 -1.03 -0.90 2.07
C 0.92338 -1.22731 3.02277 0.55 -1.34 0.06 -0.11
N 1.20817 0.12780 2.64283 -0.01 -0.07 -1.55 -0.30
C 0.66180 1.05601 3.56417 -0.66 0.48 2.61 -0.13
C 2.61444 0.33955 2.28310 -0.60 0.39 0.93 -0.20
C 2.98259 -0.15320 0.91470 -0.99 -0.53 -1.17 -0.16
N 2.22389 0.53883 -0.17503 -0.92 0.41 0.42 -0.19
C 2.43430 -0.04132 -1.48783 -1.23 -0.10 -0.34 -0.15
C 2.40595 -1.55898 -1.58830 0.09 0.45 0.39 -0.14
C 3.47564 -2.17320 -2.19445 -0.28 -1.65 0.21 -0.01
C 3.50052 -3.60132 -2.30243 -0.87 0.74 -0.53 -0.19
C 2.42326 -4.29999 -1.75789 0.07 0.82 -0.93 0.02
C 1.26944 -3.67364 -1.24859 0.05 -1.52 -0.05 -0.09
C 1.27270 -2.29911 -1.06798 1.29 1.13 -0.48 -0.34
O 0.35614 -1.65770 -0.41301 -1.45 1.44 0.37 -0.26
C 0.11154 -4.54020 -0.73782 -1.75 0.44 0.47 -0.51
C 0.06639 -6.00169 -1.17152 1.88 0.11 -0.50 -0.08
C 0.18867 -4.48964 0.78507 -0.19 0.70 -0.36 -0.05
C -1.33491 -4.02652 -1.10251 0.21 1.63 1.37 -0.05
C 4.62402 -4.27186 -3.11662 -0.36 1.03 0.54 -0.54
C 4.75909 -3.56607 -4.51609 -0.14 -0.65 -0.46 -0.05
C 5.80853 -4.01317 -2.16560 2.52 0.82 -0.62 -0.07
C 4.38464 -5.73873 -3.43795 0.48 0.14 -0.74 -0.07
C 2.51009 2.02057 -0.19582 0.67 -0.79 2.54 -0.14
C 1.97807 3.09303 -1.08559 -1.31 0.69 -2.08 -0.12
C 2.81531 4.06143 -1.70091 -0.46 -0.49 0.16 0.00
C 2.30117 5.22833 -2.29679 -0.91 -0.36 -0.24 -0.20
C 0.89664 5.32057 -2.41621 2.00 0.54 0.26 -0.01
C 0.05199 4.39050 -1.89455 -2.71 -0.22 -0.06 -0.08
C 0.54131 3.23816 -1.26730 2.50 0.50 0.34 -0.34
O -0.23604 2.33269 -0.79697 -1.45 -2.28 1.32 -0.27
C -1.52997 4.61645 -2.01467 1.04 1.32 0.46 -0.49
C -2.20151 4.91638 -0.63175 1.22 -1.11 -0.29 -0.04
C -1.79415 5.90227 -2.84990 -0.37 -0.91 -0.81 -0.09
C -2.25094 3.42399 -2.62815 -0.27 -0.36 1.27 -0.06
C 3.19134 6.33326 -2.87933 0.38 -0.67 -0.11 -0.51
C 3.66665 5.84963 -4.30312 1.62 -0.28 1.66 -0.06
C 4.45098 6.45402 -1.90242 -0.42 0.47 -1.06 -0.05
C 2.48307 7.71990 -3.06045 0.48 -0.43 0.81 -0.07
H 1.24815 -1.50746 4.04528 -0.01 0.56 0.08 0.09
H 1.52444 -1.89969 2.38876 -0.63 0.11 -0.08 0.08
H -0.14397 -1.44041 2.93820 0.29 -0.12 -0.04 0.06
H 0.92104 0.79007 4.66423 0.13 0.46 -1.34 0.11
H -0.44833 0.99834 3.56103 0.95 0.27 -0.07 0.06
H 0.99343 2.09076 3.35331 -0.27 -0.49 0.07 0.09
H 3.25129 -0.17953 3.02955 0.05 0.39 -0.18 0.13
H 2.76999 1.43481 2.32633 0.29 -0.68 0.26 0.11
H 2.80726 -1.25485 0.78877 -0.07 1.01 0.19 0.13
H 4.05503 -0.03568 0.82833 0.66 0.27 -0.36 0.12
H 3.35006 0.41936 -1.83923 0.60 -0.41 -0.77 0.11
H 1.60269 0.33702 -2.13296 0.53 0.01 0.27 0.14
H 4.31208 -1.56922 -2.53561 -0.14 -0.07 -0.11 0.11
H 2.44968 -5.37111 -1.83596 -0.20 -0.26 -0.03 0.08
H 1.00795 -6.52315 -0.87716 -0.82 -0.01 0.18 0.08
H 0.09782 -6.02127 -2.26310 -0.40 -0.25 -0.12 0.08
H -0.83439 -6.48100 -0.78006 0.34 -0.08 -0.07 0.08
H 1.14195 -4.81488 1.09655 1.27 -0.76 0.46 0.07
H -0.56753 -5.08813 1.25055 -0.57 -0.34 0.33 0.08
H 0.12504 -3.46435 1.12089 -0.38 0.27 0.12 0.06
H -1.53174 -3.88792 -2.14345 0.20 -0.21 -1.01 0.06
H -1.50379 -2.98574 -0.66688 0.11 -1.57 -0.30 0.07
H -2.09557 -4.73856 -0.71812 0.47 0.48 -0.02 0.08
H 5.22122 -2.58382 -4.47472 -0.04 0.13 0.11 0.06
H 3.80198 -3.48711 -5.10397 0.54 0.03 1.10 0.10
H 5.36768 -4.19501 -5.19271 0.18 0.25 0.43 0.07
H 6.02521 -2.91965 -2.10569 -0.62 -0.57 0.12 0.08
H 6.82853 -4.34667 -2.47707 -0.69 -0.44 -0.36 0.08
H 5.73291 -4.36432 -1.13107 -0.65 -0.11 -0.30 0.09
H 3.56268 -5.80193 -4.15937 -0.15 -0.09 0.28 0.09
H 4.14059 -6.32605 -2.55682 0.29 -0.28 -0.07 0.07
H 5.27259 -6.10527 -4.01638 -0.57 -0.06 0.89 0.09
H 3.62083 2.11204 -0.12128 -0.40 0.23 -0.15 0.13
H 2.09694 2.27048 0.81496 0.52 0.38 -0.66 0.11
H 3.88728 3.84604 -1.77863 -0.26 0.21 0.47 0.11
H 0.51084 6.19079 -2.90865 -0.11 0.17 -0.08 0.08
H -1.85394 5.86305 -0.20608 -0.20 -0.16 -0.07 0.09
H -1.91872 4.08858 0.01159 0.17 0.06 0.51 0.07
H -3.28045 4.83744 -0.68943 -0.29 0.45 -0.24 0.08
H -1.29977 6.80123 -2.48201 0.04 -0.18 0.09 0.07
H -2.86525 6.11728 -2.88389 -0.07 -0.10 0.22 0.08
H -1.51861 5.71896 -3.90061 0.19 0.27 0.20 0.09
H -2.21698 2.55804 -1.91866 0.05 0.73 -0.74 0.07
H -1.89494 3.11797 -3.59501 0.31 -0.06 -0.45 0.08
H -3.28186 3.73911 -2.69404 -0.56 -0.14 -0.34 0.07
H 4.22155 4.86003 -4.09263 -0.98 1.35 -0.88 0.10
H 4.41011 6.58944 -4.66229 -0.24 -0.41 -0.10 0.07
H 2.85881 5.77469 -5.03091 0.00 -0.28 0.20 0.07
H 5.20308 5.66114 -2.09824 -0.38 0.56 -0.10 0.07
H 4.11714 6.29364 -0.87904 -0.01 0.28 0.07 0.07
H 4.91515 7.46707 -2.00714 -0.17 -0.87 0.11 0.08
H 1.87874 7.78783 -3.97003 -0.10 -0.23 0.23 0.07
H 3.29393 8.43555 -3.17703 0.01 0.27 -0.09 0.06
H 1.89208 8.04365 -2.17373 0.30 -0.37 -0.58 0.09
O -3.07726 0.09455 3.71114 -0.28 -0.18 0.25 -0.32
S -2.72248 -0.01174 2.32676 -3.03 -1.37 -1.57 0.33
O -1.79132 1.18493 2.02110 -0.88 -0.64 -0.89 -0.55
O -3.95262 -0.02310 1.33526 3.18 0.50 2.14 -0.44
O -1.94667 -1.27900 1.97449 -0.15 2.25 -0.38 -0.46
O -2.70861 -0.58576 -1.05013 0.05 -0.10 0.69 -0.16
H -3.11517 0.07767 -1.61767 -0.35 -0.08 0.12 0.06
H -3.32955 -0.76711 -0.27071 0.30 0.67 -0.53 0.05
C -4.82715 -2.94127 3.75647 -0.57 1.37 -1.33 -0.23
Ge -6.56523 -2.91969 4.66118 0.49 0.91 -0.72 0.71
C -7.87351 -1.98664 3.51469 -0.91 1.23 0.40 -0.24
C -7.12840 -4.68580 5.04069 2.15 -0.66 -0.62 -0.24
C -6.53409 -2.14698 6.49145 0.07 0.02 0.44 -0.62
Se -4.86291 -1.11272 6.70448 -0.48 0.28 0.67 0.83
C -5.41825 0.70156 6.18996 -0.04 0.38 0.97 -0.40
H -3.97518 -3.20997 4.31363 0.88 -0.26 1.15 0.00
H -4.62376 -1.91317 3.36514 -0.17 -0.71 0.45 0.01
H -4.76747 -3.57056 2.86536 -0.55 -0.17 0.00 0.03
H -7.60090 -0.94391 3.13680 -0.13 -1.48 0.56 0.04
H -8.80958 -1.87271 4.14366 0.85 -0.06 -0.72 0.02
H -8.14714 -2.61676 2.65706 0.18 0.19 0.17 0.01
H -7.44431 -5.32270 4.24675 -0.08 -0.46 -0.61 0.01
H -7.83313 -4.63639 5.77978 -2.06 -0.07 1.90 -0.02
H -6.20031 -5.05346 5.51669 -0.43 -0.40 -0.25 0.04
H -6.57062 -2.86626 7.35203 0.22 0.29 -1.01 0.02
H -7.42090 -1.52492 6.65236 0.27 0.23 -0.09 0.01
H -4.78434 0.86746 5.36215 0.60 0.57 -1.01 -0.04
H -5.21898 1.48747 6.96929 -0.25 -1.04 -0.55 0.03
H -6.45035 0.76856 5.84858 -0.02 -0.25 0.19 0.02
```
Positions in Å, forces in eV/Å.

Charge   -1
Relative energy (zero: lowest compared OMol25 entry of this formula, charge and spin)   24.4 kcal per mole
2S+1   7
HOMO-LUMO gap (spin up / spin down)   6.28 / 7.19 eV
E_LUMO (spin up / spin down)   1.349 / 2.251 eV
E   -210921.717 eV



C39H73Br22O5P | ωB97M-V with the def2-TZVPD basis set

```
140
Properties=species:S:1:pos:R:3:forces:R:3:lowdin_charge:R:1
C 7.54717 -6.56646 0.42806 -0.40 -0.56 -0.65 -0.08
C 6.36424 -5.89164 -0.33773 -0.31 0.23 1.48 -0.35
O 6.50560 -4.47831 -0.33033 0.27 -0.41 -0.37 -0.43
P 7.25879 -3.84094 -1.79288 -0.05 -0.41 0.20 0.90
C 5.57686 -3.73421 -2.59507 -0.38 0.27 0.46 -0.24
C 5.07884 -2.31530 -2.94720 -0.88 0.21 -0.89 -0.22
C 3.72062 -2.39953 -3.70797 -0.27 -0.20 0.10 -0.18
C 2.68021 -3.28664 -2.98310 -0.44 -0.40 0.12 -0.19
C 1.23177 -2.78776 -3.08059 0.38 -0.51 0.53 -0.20
O 1.03164 -1.88588 -1.94528 -2.39 -2.90 -0.99 -0.36
C -0.37504 -1.70690 -1.74488 -0.45 -1.00 -0.24 -0.57
C -1.02778 -2.80045 -0.90724 0.25 0.60 -0.07 0.02
O -0.97116 -0.76339 -2.20481 -0.61 -2.41 0.09 -0.07
C 8.19409 -3.30126 -3.37274 0.73 0.34 0.58 -0.32
O 8.37365 -4.45302 -4.19988 -0.28 0.42 0.48 -0.21
O 7.57188 -4.39146 -5.36030 -0.28 0.00 -1.19 -0.05
C 8.06245 -2.54766 -0.71813 -0.07 0.61 0.65 -0.19
C 7.42118 -1.16712 -0.78303 -0.12 -0.18 0.23 -0.27
C 6.42791 -0.84084 0.15289 -0.30 0.05 0.24 -0.06
C 5.82954 0.41143 0.17377 -0.10 0.86 -0.21 -0.09
C 6.20481 1.40445 -0.74596 0.20 -0.92 0.28 -0.11
C 7.18258 1.06576 -1.67345 -0.02 0.74 -0.28 -0.09
C 7.78933 -0.19067 -1.70255 -0.03 0.39 -0.16 -0.06
H 8.02169 -7.31740 -0.22460 0.06 0.25 0.33 0.07
H 7.15235 -7.10282 1.30489 0.29 0.24 -0.21 0.07
H 8.30169 -5.83848 0.75339 -0.33 -0.15 -0.15 0.07
H 5.44969 -6.10089 0.24898 0.20 0.03 -0.43 0.11
H 6.19290 -6.31996 -1.34192 0.28 0.21 0.17 0.10
H 7.93392 -5.09312 -1.90498 -0.07 0.35 -0.21 0.08
H 4.86536 -4.13635 -1.86057 0.36 0.04 -0.26 0.07
H 5.51739 -4.43280 -3.45343 0.35 0.45 0.11 0.10
H 4.88258 -1.68385 -2.06475 0.36 -0.45 -0.06 0.11
H 5.75255 -1.73688 -3.59868 0.06 -0.27 0.33 0.10
H 3.86069 -2.79640 -4.73219 0.09 0.14 0.37 0.11
H 3.27794 -1.39562 -3.83208 0.38 -0.20 0.15 0.10
H 2.90587 -3.38149 -1.90510 -0.06 0.16 -0.38 0.12
H 2.67490 -4.32180 -3.36335 0.22 0.42 0.01 0.04
H 0.50500 -3.61649 -2.96273 0.69 0.58 -0.27 -0.01
H 1.07805 -2.28114 -4.04904 -0.23 0.11 0.44 0.14
H -1.76346 -3.30752 -1.54710 0.12 0.04 0.36 0.06
H -1.55197 -2.28914 -0.08439 0.02 -0.27 -0.28 0.09
H -0.28767 -3.49816 -0.49729 -0.27 0.16 -0.24 0.09
H 9.21073 -2.99738 -3.05070 -0.31 -0.15 -0.26 0.09
H 7.77412 -2.43115 -3.90210 0.09 -0.43 -0.14 0.09
H 6.76902 -3.87636 -5.17418 0.21 -0.13 0.51 0.07
H 7.96544 -2.89738 0.31886 -0.06 0.00 -0.45 0.09
H 9.14794 -2.46093 -0.89301 -0.45 -0.18 -0.41 0.10
H 6.09354 -1.55742 0.90847 0.30 -0.01 -0.35 0.12
H 5.07557 0.68126 0.91951 0.25 -0.39 -0.14 0.10
H 5.76534 2.40067 -0.72282 0.10 -0.31 -0.05 0.08
H 7.48656 1.84548 -2.38052 0.02 -0.43 0.13 0.11
H 8.56812 -0.34238 -2.45473 -0.19 -0.24 0.30 0.11
Br -4.13765 4.62968 -2.09601 -0.02 0.07 0.10 0.60
C -2.44950 3.66726 -1.96799 -0.13 0.07 -0.26 -0.72
C -2.67913 2.19589 -1.77010 0.25 -0.11 0.19 -0.67
Br -3.20792 1.78884 0.05783 -0.04 0.03 0.06 0.62
H -1.88252 4.13015 -1.16456 -0.04 -0.08 0.04 0.05
H -1.94325 3.84843 -2.91337 -0.15 -0.11 0.10 -0.06
H -1.75912 1.63619 -1.92949 0.03 0.04 -0.05 0.02
H -3.45686 1.80055 -2.41725 0.01 0.05 0.01 0.06
Br -0.44405 0.71062 5.58234 -0.03 -0.08 -0.02 0.60
C -0.96515 1.47356 3.86942 0.16 0.09 0.04 -0.68
C -2.38897 1.97388 3.90321 1.37 -1.44 -0.45 -0.83
Br -3.65924 0.47779 3.78458 2.09 -1.50 0.33 0.52
H -0.79692 0.70836 3.11724 -0.07 0.02 0.01 0.05
H -0.27507 2.29908 3.70230 -0.07 0.03 -0.01 0.06
H -2.58785 2.59425 3.03021 0.22 -0.13 -0.13 -0.01
H -2.61148 2.52270 4.80159 0.52 -0.23 0.27 -0.03
Br 1.09527 0.34530 -1.91257 3.11 5.99 1.24 1.08
C 2.00086 1.74563 -0.87098 -0.27 0.06 -0.63 -0.60
C 2.15844 3.03727 -1.63578 0.36 0.13 0.35 -0.70
Br 3.59536 2.91980 -2.94941 -0.14 0.01 -0.05 0.61
H 2.95319 1.32704 -0.55340 0.03 0.14 -0.02 0.03
H 1.36413 1.90097 0.00001 0.01 0.06 -0.03 0.06
H 2.45110 3.84716 -0.96726 0.01 0.02 -0.06 0.06
H 1.26210 3.32925 -2.17734 0.08 -0.20 0.13 -0.06
Br 0.20205 4.49498 -4.15538 0.15 0.08 -0.37 0.75
C -0.35319 5.18412 -5.88894 0.09 0.19 0.17 -0.66
C -1.81268 5.55987 -5.88864 -0.14 -0.12 -0.22 -0.68
Br -2.95652 3.98937 -5.99774 0.03 0.02 0.10 0.62
H -0.10593 4.42499 -6.62488 -0.09 -0.01 0.03 0.05
H 0.26686 6.06282 -6.05724 -0.05 0.01 0.01 0.06
H -2.05485 6.14910 -6.77115 0.07 0.00 0.01 0.06
H -2.11197 6.10604 -4.99823 0.07 -0.03 0.01 0.05
Br -5.74358 5.60022 6.63274 0.12 -0.11 0.00 0.61
C -6.67732 4.87922 5.08330 -0.20 0.05 0.22 -0.67
C -6.39015 3.41152 4.90046 0.10 0.15 -0.48 -0.62
Br -4.61891 3.10863 4.14088 -3.24 3.13 0.89 0.74
H -6.38240 5.48110 4.22904 0.03 -0.07 0.00 0.06
H -7.73426 5.04134 5.28891 0.02 -0.02 0.00 0.06
H -7.08594 2.97550 4.18416 -0.03 0.06 0.01 0.03
H -6.43051 2.84949 5.82928 0.03 0.07 0.01 0.06
Br -6.68677 9.16347 6.04534 -0.02 0.19 -0.09 0.58
C -4.80899 9.40383 6.48511 -0.15 -0.29 -0.01 -0.70
C -4.63546 10.04138 7.83772 0.18 0.22 -0.01 -0.70
Br -5.00303 11.95286 7.77978 -0.05 -0.05 0.05 0.60
H -4.36778 9.98425 5.68037 0.00 0.05 0.08 0.05
H -4.38598 8.39974 6.47906 -0.01 0.02 0.05 0.02
H -3.60141 9.96067 8.16760 -0.01 -0.04 -0.05 0.06
H -5.28910 9.61731 8.59402 -0.02 -0.03 -0.08 0.05
Br -1.77723 1.59495 9.65414 -0.03 -0.08 0.04 0.60
C -0.51810 0.51663 10.67380 -0.02 0.32 -0.06 -0.70
C 0.42260 -0.23375 9.76891 0.03 -0.30 0.06 -0.70
Br -0.44760 -1.77302 8.95556 0.02 0.08 -0.07 0.60
H -1.10518 -0.13656 11.31235 0.05 -0.05 -0.06 0.05
H 0.03070 1.22596 11.29072 0.04 -0.04 -0.03 0.06
H 1.25418 -0.64480 10.33836 -0.03 0.04 0.03 0.06
H 0.80914 0.37577 8.95712 -0.06 0.05 0.04 0.04
Br 2.70668 -7.09488 -3.00627 -0.01 -0.04 0.05 0.67
C 1.04257 -7.59141 -2.13070 0.20 -0.10 -0.09 -0.67
C -0.13064 -7.49477 -3.07053 -0.24 0.12 0.09 -0.66
Br -0.69634 -5.64619 -3.35103 -0.15 -0.58 -0.10 0.73
H 0.94194 -6.95476 -1.25615 -0.06 0.01 -0.05 0.06
H 1.18860 -8.62173 -1.81160 -0.07 0.01 -0.02 0.06
H -0.99948 -7.99088 -2.64335 0.03 -0.04 0.03 0.05
H 0.07556 -7.91141 -4.05195 0.06 0.02 0.04 0.05
Br -6.20436 0.89191 2.20295 -0.75 -0.14 -0.77 0.60
C -7.12193 0.14901 0.65569 -0.31 0.16 0.34 -0.66
C -6.77613 -1.30262 0.45530 0.05 -0.05 -0.28 -0.67
Br -4.99442 -1.49371 -0.30123 0.01 -0.07 0.03 0.58
H -6.85300 0.77269 -0.19267 0.04 -0.09 -0.02 0.05
H -8.18530 0.26159 0.86228 0.00 -0.08 -0.07 0.06
H -7.45139 -1.75798 -0.26701 0.01 0.03 0.00 0.06
H -6.79012 -1.88267 1.37344 -0.02 0.11 0.03 0.06
Br -7.59100 8.37843 -0.11318 0.07 -0.05 0.00 0.60
C -7.12532 7.54314 -1.80853 -0.11 0.26 0.05 -0.70
C -8.12703 6.48799 -2.19719 0.12 -0.26 -0.09 -0.69
Br -7.87333 4.85697 -1.16742 -0.08 0.03 0.04 0.58
H -6.11656 7.15357 -1.70249 -0.05 -0.06 -0.01 0.02
H -7.12423 8.35398 -2.53480 -0.03 -0.05 -0.02 0.06
H -7.98789 6.19387 -3.23604 0.04 0.05 0.01 0.06
H -9.15603 6.80047 -2.04682 0.06 0.07 0.03 0.05
Br -6.39408 -7.80342 -2.75038 0.04 0.06 -0.04 0.62
C -4.52702 -7.50991 -2.29000 -0.11 -0.28 0.01 -0.72
C -4.38496 -6.91433 -0.91344 0.15 0.27 -0.02 -0.70
Br -4.82540 -5.01968 -0.90923 0.02 -0.06 0.06 0.60
H -4.10363 -6.88298 -3.06947 0.01 0.06 0.07 0.04
H -4.06670 -8.49671 -2.32967 0.00 0.03 0.04 0.05
H -3.34978 -6.96677 -0.57690 -0.02 -0.04 -0.06 0.05
H -5.02638 -7.38973 -0.17731 0.00 -0.05 -0.08 0.05
```
Positions in Å, forces in eV/Å.

HOMO-LUMO gap   8.52 eV
E_LUMO   -0.012 eV
E   -1602081.124 eV